## a
{"formula": "C7H6O3S", "method": "ωB97M-V with the def2-TZVPD basis set", "e_homo_ha": [-0.2998, -0.2999], "charge": 0, "orbital_gap_ev": [7.91, 7.91], "elements": ["C", "S", "H", "C", "O", "C", "H", "O", "H", "C", "C", "H", "C", "O", "H", "C", "H"], "xyz": [[-0.9709, 1.4978, -0.3264], [0.0268, -1.2300, -3.0226], [0.0272, 0.9961, 2.6919], [0.6857, -2.2602, -1.4625], [1.3130, -0.9463, -3.5952], [0.3137, 0.8510, 1.6687], [1.0090, -1.2025, 1.7277], [1.4100, -3.2038, -1.4473], [1.4198, 1.1922, 1.5609], [0.0831, -0.6712, 1.5038], [-0.5980, 1.7745, 0.8849], [-1.6101, 2.1118, -1.0110], [-0.2033, -0.7582, 0.0854], [-0.6103, 0.0037, -2.1814], [-0.7606, -0.8694, 2.2105], [-0.6114, 0.1090, -0.8198], [-0.9238, 2.6054, 1.5324]]}

---

## b
{"formula": "C7H6O3S", "method": "ωB97M-V with the def2-TZVPD basis set", "e_homo_ha": [-0.3242, -0.3226], "charge": 0, "orbital_gap_ev": [8.29, 6.94], "elements": ["H", "H", "C", "O", "H", "C", "H", "C", "H", "H", "C", "O", "S", "C", "O", "C", "C"], "xyz": [[2.4436, 1.8478, 0.1647], [3.0454, -0.4828, 0.6692], [-0.6777, 0.5155, 0.1577], [-2.4978, 2.1047, 0.2640], [0.9036, -2.0339, 1.2324], [0.3948, 1.4648, -0.1048], [0.2218, 2.5362, -0.3204], [2.0840, -0.3651, 0.0034], [2.3968, -0.4667, -1.0178], [0.7305, -2.2507, -0.5468], [-0.3140, -0.7363, 0.2615], [-2.5892, -1.6168, 0.5116], [-3.3167, -0.5427, -0.1583], [-2.0768, 1.0266, 0.1847], [-3.3145, -0.6435, -1.5986], [1.6574, 1.0979, 0.0853], [0.9088, -1.4551, 0.2123]]}

---

Q: Which of them is the least stable? A: a.

---

## a
{"formula": "C5H14", "method": "ωB97M-V with the def2-TZVPD basis set", "e_homo_ha": -0.4134, "charge": 0, "orbital_gap_ev": 12.41, "smiles": "CCC.CC", "elements": ["H", "H", "H", "H", "H", "H", "C", "H", "H", "H", "C", "H", "H", "H", "H", "C", "C", "H", "C"], "xyz": [[1.8612, 1.4229, 0.5896], [0.6052, 0.1145, 0.1898], [-0.6337, -0.9439, -2.3724], [-1.0555, -2.8640, -0.8147], [0.6927, -3.2002, -0.7148], [-1.6656, 1.8704, 2.5518], [-0.8777, 1.3278, 2.0214], [0.3191, 2.9423, 1.2048], [-1.3313, 0.4386, 1.5797], [-0.2269, 1.0686, 2.8517], [0.9003, 1.1567, 0.1625], [0.0256, -1.9254, 0.1916], [0.3704, -2.2605, -2.9028], [0.9426, 1.3762, -0.9066], [1.0181, -0.9546, -1.8336], [-0.1601, 2.0175, 0.8689], [-0.0613, -2.4093, -0.7797], [-0.8945, 2.4321, 0.1687], [0.1713, -1.6096, -2.0557]]}

---

## b
{"formula": "C5H14", "method": "ωB97M-V with the def2-TZVPD basis set", "e_homo_ha": -0.4019, "charge": 0, "orbital_gap_ev": 12.11, "smiles": "CCC.CC", "elements": ["C", "C", "H", "H", "H", "C", "H", "H", "C", "C", "H", "H", "H", "H", "H", "H", "H", "H", "H"], "xyz": [[1.5780, -1.9819, -0.4852], [-0.7931, 2.3665, -1.2058], [0.9642, -1.0848, -0.4884], [-0.8156, 1.3841, -1.6966], [0.1103, 3.0003, -1.2906], [1.2256, -2.8739, 0.7051], [-0.9519, 0.0745, -0.2703], [2.6835, -1.7668, -0.2827], [-0.9883, 0.6334, 0.6744], [-1.1401, 2.1061, 0.3139], [-0.5684, 2.6906, 0.9928], [-1.5447, 3.1054, -1.6091], [0.4472, -2.3693, 1.4090], [0.7445, -3.7975, 0.3948], [-0.1461, 0.5152, 1.3186], [1.5742, -2.5309, -1.4080], [-2.1792, 2.4699, 0.3409], [2.0181, -3.2383, 1.3694], [-1.8029, 0.1088, 1.2330]]}

---

## c
{"formula": "C5H14", "method": "ωB97M-V with the def2-TZVPD basis set", "e_homo_ha": -0.4172, "charge": 0, "orbital_gap_ev": 12.48, "smiles": "CCC.CC", "elements": ["C", "H", "C", "H", "H", "H", "H", "C", "H", "H", "C", "H", "H", "H", "C", "H", "H", "H", "H"], "xyz": [[-1.6065, 1.5500, -0.6617], [3.0789, -1.4260, 1.7568], [2.8530, 0.1115, 0.3221], [2.0687, 0.5031, -0.3453], [-1.6266, 2.2272, -1.5013], [-1.1508, -0.0868, -1.8827], [1.5441, -1.5565, 0.8995], [-1.8903, 0.1364, -1.1337], [-0.6293, 1.6724, -0.1941], [3.5087, -0.4058, -0.3865], [-1.7949, -0.9199, -0.0438], [-0.8112, -0.8632, 0.4273], [-2.8421, 0.0462, -1.6594], [-2.0255, -1.9261, -0.3849], [2.2464, -0.8502, 1.3411], [-2.5619, -0.8029, 0.7341], [1.6835, -0.3361, 2.1194], [3.3767, 0.9524, 0.7572], [-2.3573, 1.9286, 0.0418]]}

---

## d
{"formula": "C5H14", "method": "ωB97M-V with the def2-TZVPD basis set", "e_homo_ha": -0.4126, "charge": 0, "orbital_gap_ev": 12.33, "smiles": "CCC.CC", "elements": ["H", "H", "H", "H", "C", "C", "H", "H", "H", "H", "H", "H", "H", "C", "H", "H", "H", "C", "C"], "xyz": [[1.2904, -0.6891, 1.5469], [-4.2276, -0.0519, 0.1300], [2.8387, -1.4247, 1.2278], [-1.2422, 0.7619, 0.1396], [2.3387, 0.1588, -0.1689], [1.3904, -0.5968, -1.1337], [-3.6873, 1.6253, 0.0890], [0.4511, -0.6360, -0.5882], [1.8116, -1.5974, -1.1898], [1.9948, 1.1974, -0.0472], [1.1746, -0.0613, -2.0517], [-1.9217, -0.7994, -0.4721], [-2.0391, 0.7052, -1.3951], [-2.0579, 0.2778, -0.3948], [2.7899, 0.0668, 2.0335], [3.3130, 0.3014, -0.6321], [-3.1372, 0.6252, 1.3773], [-3.3841, 0.6016, 0.3173], [2.3039, -0.4648, 1.2119]]}

---

Q: Which of them is the least stable? A: b.

---

## a
{"formula": "C5H14", "method": "ωB97M-V with the def2-TZVPD basis set", "e_homo_ha": -0.4141, "charge": 0, "orbital_gap_ev": 12.41, "smiles": "CCC.CC", "elements": ["H", "C", "H", "H", "H", "C", "H", "H", "C", "H", "H", "H", "H", "C", "C", "H", "H", "H", "H"], "xyz": [[0.0438, -0.9112, 0.6066], [0.1549, -2.0584, -2.2478], [1.9662, 1.6497, 2.3907], [0.5523, -1.0978, -2.5817], [1.8288, 2.2135, 0.8414], [-0.0122, 2.6332, 1.8668], [-1.4685, -0.2248, 0.2297], [-0.5590, 2.6956, 0.9273], [1.2033, 1.7421, 1.6182], [0.9772, 0.7967, 1.1428], [-0.8352, -2.7720, -0.4717], [-0.6488, 2.2298, 2.6455], [-0.3144, -2.5470, -3.0989], [-0.8610, -1.8858, -1.1128], [-0.5899, -0.6695, -0.2438], [-1.8698, -1.8611, -1.5313], [0.3425, 3.6414, 2.0737], [0.9876, -2.7073, -1.9514], [-0.1494, 0.1646, -0.7868]]}

---

## b
{"formula": "C5H14", "method": "ωB97M-V with the def2-TZVPD basis set", "e_homo_ha": -0.3856, "charge": 0, "orbital_gap_ev": 11.54, "smiles": "CCC.CC", "elements": ["C", "H", "H", "H", "C", "C", "C", "H", "H", "H", "H", "H", "H", "H", "C", "H", "H", "H", "H"], "xyz": [[-0.8479, -1.2760, -0.8576], [-0.0373, -0.4499, -1.0715], [1.0655, 2.2443, 3.0678], [1.0545, 0.7895, 2.1936], [-2.1106, -0.5195, -0.5267], [-0.8738, -2.2394, -2.0321], [1.2081, 1.8650, 1.9913], [2.7005, 1.4741, 0.3478], [-2.7531, -1.2852, 0.0588], [-1.4802, -3.0960, -1.3818], [3.2776, 1.6971, 2.0243], [-1.3576, -1.7225, -2.9439], [-2.8341, -0.5219, -1.4361], [0.1919, -2.7467, -2.2315], [2.5509, 2.0749, 1.2542], [2.6157, 3.1862, 0.9998], [0.4285, 2.4207, 1.4072], [-1.9290, 0.3732, -0.1444], [-0.5029, -1.7927, 0.1351]]}

---

Q: Which of them is the least stable? A: b.